13
Properties=species:S:1:pos:R:3:forces:R:3:lowdin_charge:R:1 method="wB97M-V/def2-TZVPD" gap_ev=11.47 smiles="[H]/N=C/OCCC#N" homo_ev=-10.7
H 0.592947 -2.865585 0.460632 -0.003 0.069 -0.061 0.059
N 0.375990 -1.907467 0.200043 0.351 0.097 -0.111 0.117
C 1.437274 -1.257117 -0.025742 -0.110 -0.175 0.077 -0.306
O 1.450200 0.035080 -0.392474 0.030 -0.056 0.042 -0.063
C 0.189137 0.627931 -0.691136 -0.175 0.080 -0.116 -0.192
C -0.635285 0.904368 0.572528 0.018 -0.025 0.060 -0.156
C -1.997090 1.292762 0.199440 -0.913 0.257 -0.278 -0.223
N -3.067845 1.574520 -0.134818 1.040 -0.233 0.333 0.142
H 2.464549 -1.626087 0.035477 -0.141 0.025 0.063 0.135
H -0.370927 -0.027221 -1.364737 0.059 0.058 0.109 0.127
H 0.430139 1.561272 -1.204271 -0.071 -0.148 0.048 0.132
H -0.688911 -0.009060 1.170064 -0.032 0.150 -0.073 0.104
H -0.180178 1.696602 1.174994 -0.054 -0.099 -0.093 0.126

=====

6
Properties=species:S:1:pos:R:3:forces:R:3:lowdin_charge:R:1 method="wB97M-V/def2-TZVPD" gap_ev="7.62 / 7.61" homo_ev="-8.6 / -8.6"
B -0.620740 -0.203008 -0.283161 2.072 1.209 -0.551 -0.257
O 1.787087 1.230992 -0.486332 -0.204 -2.959 -0.402 -0.432
S -0.614725 -0.199570 1.411864 -0.015 -0.043 0.054 0.853
H -1.255895 -0.506401 -1.222873 0.302 0.110 -0.127 -0.005
H 2.501702 0.524619 -0.724781 -2.045 1.715 0.594 -0.050
H -1.797429 -0.846632 1.305283 -0.110 -0.032 0.432 -0.109

=====

Calculated total energy (eV), listed in the same order as above: -9272.1855; -13603.4198
Calculated molecular weight (g mol⁻¹), listed in the same order as above: 98.10; 61.90
Calculated relative energy (zero: lowest compared OMol25 entry of this formula, charge and spin) (eV), listed in the same order as above: 1.316; 5.694